[1]
Entry from the Open Molecules 2025 dataset: a 2-piece molecular cluster, C20H23N9O3 overall (the ωB97M-V functional and the def2-TZVPD basis).

```
55
Properties=species:S:1:pos:R:3:forces:R:3:nbo_charge:R:1
N 0.670 1.487 -6.241 -1.5 -0.7 -0.1 -0.332
C -0.380 0.989 -6.293 1.4 0.5 0.2 0.300
C -1.660 0.360 -6.372 1.0 -0.1 1.0 -0.336
C -2.536 0.708 -7.363 -0.2 1.1 -2.0 0.443
N -2.269 1.616 -8.328 1.1 0.5 -0.3 -0.769
N -3.725 0.194 -7.522 -2.2 -1.5 0.6 -0.507
C -4.103 -0.705 -6.620 1.1 0.5 0.2 0.310
N -3.336 -1.108 -5.609 -0.8 -0.5 0.2 -0.498
C -2.114 -0.596 -5.473 0.2 -0.5 0.6 0.299
C -1.332 -1.112 -4.339 -1.0 -0.5 0.6 -0.158
C -1.916 -1.861 -3.243 0.4 0.6 -0.8 -0.009
N -1.006 -2.191 -2.355 0.5 0.2 0.0 -0.243
N 0.171 -1.691 -2.823 -0.1 0.4 -1.8 -0.172
C 1.444 -1.774 -2.094 -0.5 0.0 0.3 -0.232
C 1.586 -0.585 -1.174 0.1 0.1 0.4 -0.073
C 1.939 0.671 -1.675 -0.1 -0.1 0.6 -0.168
C 2.023 1.733 -0.781 0.0 0.0 0.0 -0.244
C 1.761 1.518 0.573 0.0 -0.8 -0.7 0.026
N 1.429 0.313 1.060 -0.1 0.0 -0.2 -0.427
C 1.329 -0.717 0.200 0.4 1.0 -0.4 0.055
C 0.000 -1.042 -4.034 0.2 -0.3 1.0 -0.028
H -2.931 1.562 -9.092 0.4 0.2 0.1 0.411
H -1.289 1.765 -8.539 -0.3 0.3 -0.2 0.394
H -5.092 -1.143 -6.716 0.1 0.0 0.0 0.191
H -2.969 -2.114 -3.159 0.4 -0.1 0.2 0.234
H 1.467 -2.706 -1.521 -0.2 0.1 -0.2 0.235
H 2.276 -1.807 -2.803 -0.3 0.0 -0.1 0.222
H 2.132 0.826 -2.735 0.0 -0.1 0.1 0.223
H 2.284 2.728 -1.126 0.0 -0.1 0.0 0.223
H 1.831 2.356 1.260 -0.1 -0.2 0.1 0.190
H 1.040 -1.688 0.592 0.0 0.1 0.2 0.205
H 0.794 -0.571 -4.606 0.0 -0.2 0.4 0.238
C 3.354 1.248 4.236 -0.4 -0.3 0.0 -0.419
N 2.853 -0.090 4.552 1.1 1.2 -0.3 -0.604
C 1.598 -0.452 4.840 -0.9 -1.2 0.4 0.669
O 1.375 -1.632 5.070 -0.4 0.1 0.0 -0.633
C 0.491 0.617 4.947 0.1 0.0 -0.4 -0.154
C 0.446 1.231 6.353 -0.3 -0.2 -0.2 -0.062
O -0.434 2.336 6.374 0.3 0.2 0.1 -0.714
N -0.853 0.247 4.450 2.2 1.0 0.1 -0.619
C -1.720 -0.713 4.786 -1.5 -1.3 0.7 0.679
C -1.458 -1.726 5.882 0.1 0.3 -0.1 -0.702
O -2.795 -0.748 4.209 -0.2 0.0 -0.3 -0.635
H 4.434 1.211 4.088 -0.2 -0.1 0.1 0.219
H 2.890 1.611 3.317 0.1 0.1 0.0 0.200
H 3.137 1.941 5.050 0.1 0.1 -0.1 0.196
H 3.507 -0.857 4.514 -0.2 0.0 0.1 0.410
H 0.803 1.428 4.292 -0.1 0.2 -0.1 0.220
H 1.443 1.577 6.626 -0.1 0.1 0.0 0.183
H 0.131 0.494 7.090 0.1 -0.2 0.1 0.174
H -1.324 2.018 6.192 0.0 -0.1 -0.1 0.476
H -1.184 0.793 3.670 0.0 0.0 0.0 0.415
H -2.413 -2.062 6.283 0.0 0.2 -0.2 0.233
H -0.939 -2.579 5.449 0.1 0.1 0.1 0.259
H -0.860 -1.308 6.681 0.3 -0.2 0.1 0.207
```
Positions in Å, forces in eV/Å.

The total energy is -1494.4733 hartree. The calculation puts the LUMO energy at -0.2 eV. Its net charge is 0. The largest force on an atom comes out at 2.75 eV Å⁻¹. Its SMILES is N#Cc1c(N)ncnc1-c1cnn(Cc2cccnc2)c1.CNC(=O)[C@H](CO)NC(C)=O. As for the HOMO energy: -9.31 eV.



[2]
Entry from the Open Molecules 2025 dataset: C8H26B2O29 as an isolated structure (the ωB97M-V functional and the def2-TZVPD basis).

```
65
Properties=species:S:1:pos:R:3:forces:R:3:nbo_charge:R:1
O 1.999 1.989 2.134 -1.6 0.6 -9.0 -0.632
C 1.396 1.505 1.107 4.5 3.6 9.1 0.711
O 1.764 0.417 0.747 2.3 -6.6 -3.6 -0.566
B 0.677 -0.187 -0.022 -1.3 -0.8 1.1 1.164
O -0.399 0.786 0.211 -3.2 -5.9 -4.1 -0.558
C 0.065 1.711 0.788 -2.6 10.2 2.2 0.696
O -0.492 2.786 1.048 0.3 -1.0 -0.1 -0.639
O 0.107 -1.531 0.393 2.1 5.0 2.5 -0.596
C 0.034 -2.175 -0.651 0.8 -4.4 -1.2 0.680
O -0.169 -3.340 -0.684 -1.3 -2.3 -0.8 -0.578
C 0.589 -1.471 -1.775 -2.4 -1.2 -3.5 0.713
O 0.956 -0.346 -1.393 2.6 3.9 0.1 -0.616
O 0.445 -1.827 -2.911 1.0 -0.7 -1.1 -0.617
O -0.663 -3.220 2.639 -0.3 1.2 -2.0 -0.559
C -1.082 -2.241 2.019 0.9 -4.2 4.6 0.680
O -2.136 -2.178 1.311 -3.0 0.5 -1.9 -0.667
B -2.715 -0.828 1.566 -0.7 -1.2 0.0 1.179
O -1.685 -0.142 2.392 -8.2 5.9 -2.0 -0.585
C -0.799 -0.905 2.486 11.7 -3.7 5.6 0.662
O 0.276 -0.690 3.124 -2.0 0.2 -1.9 -0.659
O -4.005 -0.977 2.300 3.3 -1.3 2.5 -0.614
C -4.898 -0.466 1.603 -7.5 0.3 0.1 0.666
O -6.125 -0.397 1.874 3.3 -0.2 -0.4 -0.611
C -4.320 -0.012 0.342 -6.5 4.0 -1.9 0.672
O -3.116 -0.162 0.341 7.2 -1.3 -0.2 -0.624
O -4.962 0.652 -0.445 0.0 -0.7 -0.6 -0.574
O 3.022 0.914 3.705 0.0 -1.3 0.9 -0.994
H 2.217 1.384 3.300 1.8 -1.4 1.9 0.492
H 3.370 1.465 4.389 0.1 0.5 0.7 0.452
O -3.244 2.908 1.294 -1.2 -0.5 1.0 -0.960
H -2.397 2.740 0.907 1.0 0.1 -0.4 0.490
H -3.587 3.720 0.945 -0.1 0.4 -0.4 0.457
O 1.062 4.125 -0.926 1.4 0.0 1.2 -0.937
H 1.497 4.094 -0.044 0.1 -0.4 -0.9 0.460
H 0.340 4.669 -0.645 -1.3 0.5 -0.3 0.482
O -2.153 -3.840 -3.509 -0.8 -1.0 0.9 -0.958
H -2.191 -3.290 -4.274 0.3 0.5 -0.8 0.471
H -1.253 -3.971 -3.218 0.5 0.3 -0.1 0.489
O 1.307 -2.227 -5.577 -0.6 -1.2 -2.2 -0.946
H 2.088 -1.790 -5.849 1.1 0.6 -0.5 0.447
H 1.204 -2.021 -4.684 -0.6 0.6 2.7 0.492
O 1.240 3.326 3.623 -0.4 5.0 0.4 -0.976
H 1.056 4.322 3.565 -0.3 -1.9 1.2 0.448
H 1.678 3.290 2.735 -0.6 -0.6 1.3 0.476
O 2.562 -2.902 1.223 0.7 -2.6 2.9 -0.978
H 2.516 -3.203 0.358 -0.3 0.5 -2.3 0.478
H 2.496 -2.036 1.548 -0.3 1.8 -0.5 0.503
O -0.923 -5.841 -0.384 0.1 -2.2 0.5 -0.981
H -0.991 -4.901 -0.513 -0.2 0.4 -0.7 0.509
H -1.176 -6.431 -1.114 0.0 1.3 0.2 0.460
O 0.199 5.441 1.899 5.0 7.0 0.3 -0.951
H -0.006 4.592 1.747 -0.8 -5.6 -1.0 0.493
H 1.245 5.647 1.726 -4.2 -1.3 0.6 0.459
O -2.259 -0.996 -3.221 -1.9 6.0 -1.9 -0.905
H -1.695 -1.626 -3.438 4.7 -3.9 -2.3 0.446
H -2.609 -1.432 -2.531 -2.9 -1.8 4.3 0.459
O 4.377 -0.493 1.514 1.3 1.0 -4.8 -0.952
H 4.677 -0.993 2.189 1.2 -2.4 3.5 0.462
H 3.601 -0.081 1.764 -2.3 1.5 1.4 0.489
O 0.555 2.341 -3.023 0.9 -3.5 -4.3 -0.961
H 1.296 1.648 -3.097 -1.6 1.4 -0.4 0.480
H 0.726 2.665 -2.212 0.6 2.3 4.4 0.460
O 2.979 0.954 -3.586 -0.1 0.6 -0.1 -0.979
H 3.405 0.706 -2.743 -0.1 -0.7 -1.3 0.503
H 3.017 0.368 -4.365 0.4 -0.1 1.4 0.493
```
Positions in Å, forces in eV/Å.

The total energy is -2552.3707 hartree. The calculation puts the LUMO energy at 3.6 eV. Its net charge is -2. The largest force on an atom comes out at 13.53 eV Å⁻¹. The energy above the lowest of the compared OMol25 structures with the same formula, charge and spin comes out at 11.734 eV. As for the HOMO energy: -4.61 eV.



[3]
Entry from the Open Molecules 2025 dataset: C5H7NO2 as an isolated structure (the ωB97M-V functional and the def2-TZVPD basis).

```
15
Properties=species:S:1:pos:R:3:forces:R:3:nbo_charge:R:1
C 1.292 0.598 -1.101 0.1 0.5 0.9 -0.707
C -0.151 0.475 1.421 0.3 -2.1 -0.3 0.487
C -0.148 0.270 -0.853 -0.7 -2.9 -2.6 0.614
N -1.308 1.048 1.802 -0.3 0.2 0.0 -0.829
O 0.924 0.591 1.962 -0.1 0.2 0.2 -0.608
O -1.153 0.764 -1.265 0.7 0.0 1.0 -0.530
H -1.346 1.573 2.663 0.1 0.2 -0.2 0.403
H -2.068 1.136 1.147 0.0 -0.2 0.1 0.411
H 1.386 1.682 -1.171 0.1 0.0 0.0 0.240
H 1.908 0.227 -0.285 0.0 0.0 0.0 0.269
H 1.613 0.130 -2.031 -0.3 -0.1 0.0 0.258
C -0.188 -1.516 -0.641 0.0 1.3 -1.6 -0.272
C -0.243 -2.677 -0.978 0.1 0.4 0.3 -0.200
H -0.239 -3.707 -1.235 -0.1 -0.1 0.1 0.238
H -0.278 -0.593 0.566 0.0 2.6 2.2 0.226
```
Positions in Å, forces in eV/Å.

The total energy is -399.7798 hartree. The calculation puts the LUMO energy at 0.3 eV. Its net charge is 0. The largest force on an atom comes out at 3.95 eV Å⁻¹. The energy above the lowest of the compared OMol25 structures with the same formula, charge and spin comes out at 5.056 eV. As for the HOMO energy: -8.90 eV.



[4]
Entry from the Open Molecules 2025 dataset: C32H45Cl2CoN2P as an isolated structure (the ωB97M-V functional and the def2-TZVPD basis).

```
83
Properties=species:S:1:pos:R:3:forces:R:3:lowdin_charge:R:1
P -0.170 1.185 -3.378 0.2 -1.3 2.1 1.263
C -1.746 0.316 -3.454 -0.7 0.4 0.3 -0.395
C -2.393 1.071 -4.635 -0.6 -0.2 -0.1 -0.239
C -3.815 0.579 -4.909 0.0 0.1 0.2 -0.198
C -3.970 -0.947 -4.946 0.1 -0.1 -0.2 -0.200
C -3.192 -1.730 -3.872 -0.3 0.4 0.2 -0.182
C -1.766 -1.216 -3.646 0.3 0.0 -0.2 -0.185
C 1.264 0.272 -3.953 0.6 0.2 -0.1 -0.409
C 1.246 0.507 -5.474 0.6 -0.2 -0.2 -0.234
C 2.589 0.059 -6.049 0.0 0.0 0.1 -0.204
C 2.996 -1.370 -5.647 -0.1 -0.2 -0.1 -0.195
C 2.703 -1.779 -4.186 0.3 0.4 0.0 -0.180
C 1.374 -1.241 -3.657 -0.3 -0.1 0.2 -0.182
C -0.101 2.951 -2.884 0.0 0.4 -0.3 -0.399
C -1.180 3.415 -1.873 0.0 -0.3 0.2 -0.209
C -1.198 4.945 -1.735 0.2 0.0 -0.4 -0.196
C 0.175 5.563 -1.408 0.0 -0.1 0.3 -0.199
C 1.367 4.905 -2.131 -0.2 0.1 -0.3 -0.195
C 1.267 3.381 -2.299 0.0 -0.3 0.1 -0.205
H -2.263 0.517 -2.488 0.2 0.1 -0.5 0.108
H -1.764 0.948 -5.535 -0.2 0.0 0.2 0.106
H -2.432 2.148 -4.409 0.0 -0.2 -0.2 0.098
H -4.134 1.015 -5.861 -0.2 -0.1 0.1 0.105
H -4.464 0.999 -4.132 0.0 -0.1 0.0 0.114
H -5.036 -1.181 -4.836 0.1 0.0 -0.2 0.104
H -3.665 -1.306 -5.939 0.0 0.0 0.1 0.106
H -3.738 -1.694 -2.920 0.1 0.0 -0.1 0.120
H -3.149 -2.788 -4.172 0.0 0.3 0.2 0.116
H -1.330 -1.700 -2.757 0.0 0.1 -0.3 0.104
H -1.178 -1.490 -4.535 -0.1 0.1 0.2 0.097
H 2.149 0.757 -3.486 -0.4 -0.1 -0.3 0.127
H 3.350 0.766 -5.697 0.0 0.0 0.0 0.112
H 1.079 1.572 -5.693 0.0 -0.2 -0.1 0.103
H 0.417 -0.068 -5.925 0.2 0.2 0.2 0.115
H 2.538 0.148 -7.138 0.2 -0.1 0.0 0.104
H 4.073 -1.481 -5.825 -0.2 -0.1 -0.1 0.103
H 2.490 -2.077 -6.320 0.0 0.1 0.1 0.107
H 2.706 -2.877 -4.122 0.0 0.4 0.1 0.120
H 3.513 -1.421 -3.536 -0.1 0.0 -0.1 0.117
H 1.265 -1.421 -2.578 0.0 -0.1 -0.2 0.105
H 0.583 -1.785 -4.186 0.2 0.2 0.3 0.092
H -0.279 3.374 -3.904 0.1 0.5 0.7 0.117
H -2.184 3.044 -2.128 0.2 0.1 0.0 0.106
H -0.920 2.976 -0.898 -0.2 -0.2 -0.3 0.068
H -1.573 5.388 -2.668 0.0 0.0 0.1 0.105
H -1.905 5.219 -0.940 0.1 -0.1 -0.2 0.111
H 0.341 5.521 -0.320 0.0 -0.2 -0.3 0.112
H 0.155 6.632 -1.667 0.0 -0.2 0.1 0.102
H 2.285 5.131 -1.575 -0.1 0.0 -0.2 0.111
H 1.468 5.361 -3.124 0.0 0.0 0.0 0.105
H 2.102 3.017 -2.915 -0.2 0.1 0.1 0.104
H 1.362 2.901 -1.311 0.0 -0.1 -0.3 0.080
Co 0.137 -0.867 1.171 -0.8 -2.1 -3.6 -0.083
Cl 1.706 0.395 0.199 1.8 1.0 -0.8 -0.119
Cl -1.366 0.544 0.400 -2.2 1.8 -0.5 -0.049
C -0.494 -2.266 -0.090 0.0 0.5 0.3 -0.288
H -1.505 -2.172 -0.501 -0.4 -0.4 0.4 -0.054
C 0.200 -3.469 -0.301 -0.3 0.4 0.3 -0.423
C 1.621 -3.323 -0.253 1.1 -1.0 0.2 -0.149
C 2.450 -4.431 -0.151 -0.4 0.6 -0.1 -0.167
C 1.913 -5.721 -0.146 0.2 -0.6 0.2 -0.200
C 0.526 -5.898 -0.275 0.0 0.4 -0.3 -0.177
C -0.326 -4.812 -0.414 0.5 0.0 -0.3 -0.105
H 2.041 -2.307 -0.237 -0.2 -0.5 0.0 0.034
H 3.525 -4.280 -0.070 0.0 -0.1 0.0 0.075
H 0.122 -6.910 -0.268 0.0 0.1 -0.1 0.073
H -1.400 -4.966 -0.545 0.2 0.1 0.2 0.078
H 2.573 -6.582 -0.060 -0.1 0.0 0.0 0.055
N 1.272 -0.743 4.964 0.3 0.1 1.1 0.102
C 1.063 -1.318 3.762 -1.6 2.6 -1.4 -0.091
N 0.501 -0.421 2.919 1.2 -0.6 3.4 -0.050
C 0.397 0.816 3.603 0.4 -1.5 0.1 -0.195
C -0.004 2.086 3.189 -0.2 0.2 0.1 -0.019
C 0.012 3.119 4.129 0.2 -0.7 0.0 -0.086
C 0.472 2.877 5.441 0.1 -0.4 0.1 -0.108
C 0.920 1.614 5.843 -0.1 0.4 0.0 -0.040
C 0.852 0.599 4.901 0.5 -0.5 0.2 -0.200
H 1.666 -1.231 5.771 -0.3 0.5 -0.6 0.160
H 1.271 -2.346 3.502 0.0 0.1 0.1 0.140
H -0.324 2.210 2.163 -0.1 0.0 0.0 0.044
H -0.330 4.121 3.859 0.2 -0.4 0.0 0.097
H 0.481 3.701 6.148 0.0 -0.1 0.0 0.088
H 1.318 1.384 6.830 -0.2 0.4 -0.1 0.101
```
Positions in Å, forces in eV/Å.

The total energy is -4000.2857 hartree. The spin multiplicity is 5. The calculation puts the LUMO energy (alpha / beta) at 2.1 / 1.2 eV. Its net charge is -1. The largest force on an atom comes out at 4.28 eV Å⁻¹. As for the HOMO energy (alpha / beta): -0.55 / -0.78 eV.



Q: What is the formula in the second record?
A: C8H26B2O29